<A>
# CH3NO4

A single CH3NO4 molecule (the ωB97M-V functional and the def2-TZVPD basis, OMol25).

```
! RIJCOSX wB97M-V def2-TZVPD def2/J DEFGRID3
* xyz 0 1
O -0.672 -1.600 -0.880
N -0.870 -0.512 -0.394
O -1.852 0.173 -0.511
C 0.297 0.089 0.396
O -0.056 1.237 0.985
O 1.359 0.205 -0.469
H 0.575 -0.793 1.337
H -0.412 1.861 0.334
H 1.631 -0.660 -0.798
*
```

Calculated values
- HOMO energy: -11.168 eV
- SMILES string: O=[N+]([O-])C(O)O
- HOMO-LUMO gap: 11.13 eV

In the natural (NBO) picture, each atom carries the following charge in e:
1. O -0.38
2. N 0.49
3. O -0.36
4. C 0.47
5. O -0.67
6. O -0.70
7. H 0.16
8. H 0.50
9. H 0.50



<B>
# CH3NO4

A molecular structure, CH3NO4 (the ωB97M-V functional and the def2-TZVPD basis, OMol25).

```
! RIJCOSX wB97M-V def2-TZVPD def2/J DEFGRID3
* xyz 0 1
C 0.201 0.107 -0.375
N -1.214 0.010 0.059
O -1.488 0.876 0.827
O -1.843 -0.830 -0.487
O 0.731 -1.332 0.604
O 0.789 1.228 -0.246
H 0.478 -0.286 -1.260
H 1.700 -1.564 0.386
H 0.645 1.793 0.492
*
```

Calculated values
- HOMO energy: -10.893 eV
- HOMO-LUMO gap: 10.59 eV

In the natural (NBO) picture, each atom carries the following charge in e:
1. C 0.48
2. N 0.52
3. O -0.38
4. O -0.31
5. O -0.84
6. O -0.63
7. H 0.19
8. H 0.47
9. H 0.52



Of them, the most stable is <A> and the least stable is <B>.



<A>
# C4H6N2O

A gas-phase ion, C4H6N2O (charge +2) (the ωB97M-V functional and the def2-TZVPD basis, OMol25).

```
! RIJCOSX wB97M-V def2-TZVPD def2/J DEFGRID3
* xyz 2 1
C 1.085 -1.600 -0.009
C 1.332 -1.444 -1.386
C -0.107 0.430 0.063
C -0.952 1.452 -0.133
N 0.319 -0.618 0.648
N 0.869 -0.476 -2.072
O 0.767 0.251 -2.991
H 1.334 -2.526 0.566
H 1.883 -2.337 -2.019
H -0.669 2.157 -1.079
H -1.155 2.120 0.863
H -1.842 0.992 -0.399
H -0.031 -0.794 1.720
*
```

Calculated values
- HOMO energy (spin up / spin down): -19.041 / -18.982 eV
- HOMO-LUMO gap (spin up / spin down): 6.44 / 6.23 eV

In the natural (NBO) picture, each atom carries the following charge in e:
1. C 0.24
2. C -0.15
3. C 0.66
4. C -0.83
5. N -0.57
6. N 0.30
7. O 0.03
8. H 0.32
9. H 0.36
10. H 0.38
11. H 0.38
12. H 0.36
13. H 0.52



<B>
# C4H6N2O

2 unconnected molecules or ions with the total composition C4H6N2O (the ωB97M-V functional and the def2-TZVPD basis, OMol25).

```
! RIJCOSX wB97M-V def2-TZVPD def2/J DEFGRID3
* xyz 2 1
C -2.990 -0.387 0.065
C 0.460 -0.795 -0.085
C 2.320 0.750 -0.253
C 1.156 0.314 0.313
N -2.754 0.809 0.111
N -0.104 -1.712 -0.522
O -2.912 -1.500 0.263
H 2.546 0.170 -1.123
H 3.110 0.560 0.585
H 2.393 1.892 -0.084
H -3.349 1.635 0.270
H 0.780 0.872 1.115
H -0.657 -2.609 -0.657
*
```

Calculated values
- HOMO energy (spin up / spin down): -18.738 / -18.124 eV
- HOMO-LUMO gap (spin up / spin down): 4.73 / 3.65 eV

In the natural (NBO) picture, each atom carries the following charge in e:
1. C 0.87
2. C 0.53
3. C -0.71
4. C 0.16
5. N -0.74
6. N -0.21
7. O -0.46
8. H 0.31
9. H 0.46
10. H 0.42
11. H 0.47
12. H 0.31
13. H 0.57



Of them, the most stable is <B> and the least stable is <A>.



<A>
# C3H10N5

A molecular structure, C3H10N5 (the ωB97M-V functional and the def2-TZVPD basis, OMol25).

```
! RIJCOSX wB97M-V def2-TZVPD def2/J DEFGRID3
* xyz 1 1
C -0.218 0.259 -0.472
C 1.037 0.534 -1.298
C 0.176 -1.952 0.472
N -0.816 2.509 -0.479
N -0.627 -0.139 1.663
N -0.987 1.147 1.424
N 0.337 -0.531 0.641
N -0.761 1.421 0.143
H -1.285 -0.455 -0.918
H 1.865 1.116 -0.775
H 0.773 0.950 -2.325
H 1.337 -0.510 -1.654
H 0.864 -2.288 -0.359
H 0.374 -2.587 1.339
H -0.812 -2.167 -0.030
H -1.061 3.474 -0.118
H -0.313 -0.281 2.645
H -1.349 1.768 2.159
*
```

Calculated values
- HOMO energy (spin up / spin down): -12.898 / -12.895 eV
- HOMO-LUMO gap (spin up / spin down): 7.88 / 7.87 eV

In the natural (NBO) picture, each atom carries the following charge in e:
1. C 0.08
2. C -0.65
3. C -0.44
4. N -0.35
5. N -0.32
6. N -0.19
7. N -0.25
8. N 0.16
9. H 0.23
10. H 0.27
11. H 0.26
12. H 0.25
13. H 0.23
14. H 0.25
15. H 0.20
16. H 0.41
17. H 0.41
18. H 0.46



<B>
# C3H10N5

A gas-phase ion, C3H10N5 (charge +1) (the ωB97M-V functional and the def2-TZVPD basis, OMol25).

```
! RIJCOSX wB97M-V def2-TZVPD def2/J DEFGRID3
* xyz 1 1
C -2.730 0.447 -0.065
N -1.417 -0.064 0.110
N -1.232 -1.447 -0.024
C -0.214 0.742 0.139
C 1.161 0.416 0.204
N 1.970 1.530 0.329
N 1.431 -0.781 -0.261
N 2.588 -1.389 -0.284
H -2.631 1.526 -0.082
H -3.156 0.131 -1.133
H -3.404 0.056 0.646
H -1.969 -2.045 0.047
H -0.275 -1.718 0.013
H -0.381 1.798 0.147
H 1.464 2.314 0.596
H 2.875 1.470 0.846
H 3.459 -0.880 -0.209
H 2.459 -2.104 -1.020
*
```

Calculated values
- HOMO energy (spin up / spin down): -12.235 / -12.239 eV
- SMILES string: CN(N)/C=C(/N)N=[NH2+]
- HOMO-LUMO gap (spin up / spin down): 7.35 / 7.35 eV

In the natural (NBO) picture, each atom carries the following charge in e:
1. C -0.42
2. N -0.07
3. N -0.60
4. C 0.13
5. C 0.21
6. N -0.81
7. N -0.22
8. N -0.54
9. H 0.24
10. H 0.24
11. H 0.24
12. H 0.40
13. H 0.42
14. H 0.21
15. H 0.39
16. H 0.41
17. H 0.38
18. H 0.41



Of them, the most stable is <B> and the least stable is <A>.



<A>
# H5NO

2 unconnected molecules or ions with the total composition H5NO (the ωB97M-V functional and the def2-TZVPD basis, OMol25).

```
! RIJCOSX wB97M-V def2-TZVPD def2/J DEFGRID3
* xyz 0 1
N -0.351 -0.602 0.826
H -1.229 -0.946 1.206
H -0.065 0.169 1.419
H 0.319 -1.355 0.903
O 0.686 0.982 -1.761
H 0.206 0.173 -1.544
H 0.435 1.579 -1.049
*
```

Calculated values
- HOMO energy: -10.613 eV
- SMILES string: N.O
- HOMO-LUMO gap: 11.50 eV

In the natural (NBO) picture, each atom carries the following charge in e:
1. N -1.09
2. H 0.36
3. H 0.36
4. H 0.37
5. O -0.95
6. H 0.48
7. H 0.46



<B>
# H5NO

A molecular structure, H5NO (the ωB97M-V functional and the def2-TZVPD basis, OMol25).

```
! RIJCOSX wB97M-V def2-TZVPD def2/J DEFGRID3
* xyz 0 1
N -0.301 -1.149 0.166
H 0.283 -1.788 -0.384
H 0.082 -0.207 0.034
H -1.233 -1.154 -0.262
O 0.248 1.060 0.109
H 0.598 1.650 -0.597
H 0.325 1.589 0.935
*
```

Calculated values
- HOMO energy: -8.748 eV
- HOMO-LUMO gap: 9.29 eV

In the natural (NBO) picture, each atom carries the following charge in e:
1. N -1.12
2. H 0.33
3. H 0.37
4. H 0.34
5. O -0.90
6. H 0.49
7. H 0.50



Of them, the most stable is <A> and the least stable is <B>.



<A>
# CH3ClNO3S

2 unconnected molecules or ions with the total composition CH3ClNO3S (the ωB97M-V functional and the def2-TZVPD basis, OMol25).

```
! RIJCOSX wB97M-V def2-TZVPD def2/J DEFGRID3
* xyz -1 1
C -0.783 -1.027 -0.421
N 0.066 -0.899 0.731
O -0.733 2.084 1.016
O 1.673 1.642 1.351
O 0.670 1.446 -0.902
S 0.504 1.466 0.508
Cl 1.748 -1.337 0.233
H -0.821 -2.070 -0.828
H -1.893 -0.720 -0.354
H -0.430 -0.585 -1.335
*
```

Calculated values
- HOMO energy (spin up / spin down): -4.319 / -4.318 eV
- HOMO-LUMO gap (spin up / spin down): 8.18 / 8.18 eV

In the natural (NBO) picture, each atom carries the following charge in e:
1. C -0.48
2. N -0.60
3. O -0.95
4. O -0.93
5. O -0.95
6. S 2.41
7. Cl -0.05
8. H 0.16
9. H 0.20
10. H 0.20



<B>
# CH3ClNO3S

2 unconnected molecules or ions with the total composition CH3ClNO3S (the ωB97M-V functional and the def2-TZVPD basis, OMol25).

```
! RIJCOSX wB97M-V def2-TZVPD def2/J DEFGRID3
* xyz -1 1
C -0.645 -0.581 -0.786
N -1.971 -0.076 -1.234
O 1.188 -0.250 2.207
O -2.905 -0.669 -0.755
O 0.658 1.960 1.232
S 1.745 0.969 1.602
Cl 2.743 0.316 -0.443
H 0.068 -0.537 -1.608
H -0.258 0.283 -0.077
H -0.623 -1.414 -0.137
*
```

Calculated values
- HOMO energy: -5.068 eV
- HOMO-LUMO gap: 8.58 eV

In the natural (NBO) picture, each atom carries the following charge in e:
1. C -0.56
2. N 0.15
3. O -0.95
4. O -0.33
5. O -0.96
6. S 1.56
7. Cl -0.62
8. H 0.23
9. H 0.28
10. H 0.21



Of them, the most stable is <B> and the least stable is <A>.